--- 1 ---
Entry from the Open Molecules 2025 dataset: the molecule C4H6N2O2 (wB97M-V/def2-TZVPD).

Geometry (Å):
C: 2.595 0.733 -0.474
N: 1.652 -0.110 -0.427
N: 0.509 0.170 0.293
C: 0.010 -0.980 0.879
C: -0.615 -0.407 -0.383
C: -1.955 0.167 -0.376
O: -2.878 -0.245 -0.979
O: -2.101 1.126 0.593
H: 3.509 0.320 -0.881
H: 2.554 1.800 -0.221
H: 0.573 -1.919 0.708
H: -0.384 -0.895 1.892
H: -0.468 -1.054 -1.249
H: -3.001 1.294 0.625

Output
Multiplicity: 1
HOMO: -9.21 eV
LUMO: 0.9 eV
Kohn-Sham gap: 10.12 eV
Total charge: 0

=====

--- 2 ---
Entry from the Open Molecules 2025 dataset: the molecule C4H6N2O2 (wB97M-V/def2-TZVPD).

Geometry (Å):
H: 1.530 0.093 1.403
N: 1.416 0.032 0.396
C: 0.263 0.183 -0.077
C: 0.045 0.178 -1.595
C: 1.008 -0.137 -2.448
N: -0.957 0.265 0.571
C: -1.196 0.074 1.998
O: -1.999 0.729 2.595
O: -0.483 -0.898 2.584
H: -0.941 0.467 -1.934
H: 0.867 -0.084 -3.515
H: 1.984 -0.415 -2.087
H: -1.676 0.829 0.139
H: 0.139 -1.317 1.969

Output
Multiplicity: 1
HOMO: -10.21 eV
LUMO: 0.5 eV
Kohn-Sham gap: 10.67 eV
Total charge: 0

=====

Relative stability in kcal/mol, measured from the most stable structure: 1 53.3; 2 0.0

=====

--- 1 ---
Entry from the Open Molecules 2025 dataset: the molecule C4H6N2O2 (wB97M-V/def2-TZVPD).

Geometry (Å):
O: 0.451 1.814 -0.096
C: -0.079 0.749 -0.063
C: -1.503 0.771 -0.071
N: -2.083 -0.334 -0.057
O: -3.517 -0.288 0.021
N: 0.535 -0.476 0.137
C: 1.771 -0.663 -0.767
C: 1.799 -0.324 0.773
H: -2.063 1.664 0.071
H: -3.768 -1.172 0.180
H: 2.068 -1.550 -1.222
H: 2.168 0.141 -1.182
H: 2.229 -1.082 1.426
H: 1.993 0.749 0.852

Output
Multiplicity: 1
HOMO: -9.94 eV
LUMO: 0.2 eV
Kohn-Sham gap: 10.18 eV
Total charge: 0

=====

--- 2 ---
Entry from the Open Molecules 2025 dataset: the molecule C4H6N2O2 (wB97M-V/def2-TZVPD).

Geometry (Å):
C: -0.151 1.878 -0.073
C: -0.078 0.389 0.072
C: -1.022 -0.627 0.071
O: -2.356 -0.565 0.153
C: -0.296 -1.833 -0.041
N: 1.011 -1.519 -0.104
N: 1.157 -0.253 0.006
O: 2.400 0.291 -0.022
H: 0.779 2.380 -0.150
H: -0.684 2.248 -0.862
H: -0.500 2.345 0.789
H: -2.661 -1.372 0.448
H: -0.641 -2.849 -0.100
H: 3.042 -0.514 -0.187

Output
Multiplicity: 1
HOMO: -8.47 eV
LUMO: 0.8 eV
Kohn-Sham gap: 9.28 eV
Total charge: 0

=====

--- 3 ---
Entry from the Open Molecules 2025 dataset: the molecule C4H6N2O2 (wB97M-V/def2-TZVPD).

Geometry (Å):
C: -2.412 0.928 0.104
C: -2.022 -0.281 -0.214
N: -0.755 -0.789 -0.473
C: 0.446 -0.166 -0.188
N: 0.769 1.113 -0.410
O: 2.074 1.226 -0.242
C: 2.654 -0.143 0.047
O: 1.423 -1.026 -0.021
H: -3.489 1.025 0.402
H: -1.712 1.782 0.342
H: -2.671 -1.235 -0.263
H: -0.610 -1.730 0.233
H: 2.823 -0.199 1.298
H: 3.482 -0.504 -0.613

Output
Multiplicity: 1
HOMO: -8.16 eV
LUMO: 0.6 eV
Kohn-Sham gap: 8.72 eV
Total charge: 0

=====

Relative stability in kcal/mol, measured from the most stable structure: 1 28.2; 2 0.0; 3 39.0

=====

--- 1 ---
Entry from the Open Molecules 2025 dataset: a structure of composition C2H4N2O2S2 (wB97M-V/def2-TZVPD).

Geometry (Å):
C: 0.974 0.310 -1.183
C: -1.069 0.965 0.619
H: -1.221 -1.891 -0.573
H: 1.188 -1.792 -1.212
H: -2.271 1.272 0.536
H: 0.882 0.601 2.056
N: 0.630 -1.092 -0.877
N: -1.007 0.528 1.896
O: -0.856 -1.302 -1.394
O: 0.271 0.085 2.485
S: 2.339 0.669 -1.836
S: 0.142 1.647 -0.516

Output
Multiplicity: 1
HOMO: -9.30 eV
LUMO: -0.7 eV
Kohn-Sham gap: 8.62 eV
Total charge: 0

=====

--- 2 ---
Entry from the Open Molecules 2025 dataset: the molecule C2H4N2O2S2 (wB97M-V/def2-TZVPD).

Geometry (Å):
O: -1.141 1.856 -0.593
N: -1.392 0.699 -1.318
C: -0.396 -0.061 -1.593
S: 1.275 0.141 -1.071
C: 1.238 -0.068 0.720
S: 2.449 0.750 1.483
N: 0.228 -0.676 1.341
O: -0.516 -1.612 0.725
H: -0.164 2.032 -0.629
H: -0.595 -0.896 -2.227
H: 0.435 -0.865 2.322
H: -1.421 -1.300 0.840

Output
Multiplicity: 1
HOMO: -8.93 eV
LUMO: -0.1 eV
Kohn-Sham gap: 8.78 eV
Total charge: 0

=====

Relative stability in kcal/mol, measured from the most stable structure: 1 52.1; 2 0.0

=====

--- 1 ---
Entry from the Open Molecules 2025 dataset: the molecule C3H5N3 (wB97M-V/def2-TZVPD).

Geometry (Å):
C: -1.419 0.119 -0.265
C: -0.093 0.504 0.398
N: 0.940 0.638 -0.600
C: 1.715 -0.338 -0.358
N: 1.334 -1.133 0.790
N: 0.295 -0.622 1.255
H: -1.326 -0.907 -0.635
H: -2.243 0.163 0.450
H: -1.621 0.777 -1.111
H: -0.170 1.406 1.015
H: 2.590 -0.608 -0.939

Output
Multiplicity: 1
HOMO: -10.15 eV
LUMO: -0.1 eV
Kohn-Sham gap: 10.08 eV
Total charge: 0

=====

--- 2 ---
Entry from the Open Molecules 2025 dataset: the molecule C3H5N3 (wB97M-V/def2-TZVPD).

Geometry (Å):
N: 1.221 1.472 -0.646
C: 0.638 0.260 -0.435
C: -0.650 -0.435 -0.297
N: -1.376 -0.500 1.027
N: -0.910 -0.868 2.079
C: 0.692 -1.040 -0.364
H: 2.221 1.517 -0.513
H: 0.727 2.288 -0.319
H: -1.402 -0.480 -1.097
H: -2.384 -0.241 0.920
H: 1.222 -1.977 -0.353

Output
Multiplicity: 1
HOMO: -7.62 eV
LUMO: 0.9 eV
Kohn-Sham gap: 8.51 eV
Total charge: 0

=====

--- 3 ---
Entry from the Open Molecules 2025 dataset: a cluster of 2 separate species, C3H5N3 in total (wB97M-V/def2-TZVPD).

Geometry (Å):
C: -1.513 -0.370 0.043
N: -0.470 -0.255 -0.981
C: 0.465 0.675 -0.929
N: 1.290 1.499 -0.890
C: 1.430 -0.501 1.724
N: 2.175 0.277 1.245
H: -1.109 -0.755 0.985
H: -2.278 -1.047 -0.342
H: -1.972 0.608 0.203
H: -0.227 -1.085 -1.502
H: 2.209 0.954 0.444

Output
Multiplicity: 1
HOMO: -10.23 eV
LUMO: 0.6 eV
Kohn-Sham gap: 10.87 eV
Total charge: 0

=====

Relative stability in kcal/mol, measured from the most stable structure: 1 0.0; 2 72.1; 3 17.3

=====

--- 1 ---
Entry from the Open Molecules 2025 dataset: a cluster of 2 separate species, C2H11N4O in total (wB97M-V/def2-TZVPD).

Geometry (Å):
C: 1.824 1.010 -0.023
C: -2.002 -1.250 -0.117
N: 2.615 -0.021 -0.525
N: -1.844 1.017 0.547
N: 0.689 0.253 0.920
N: 0.746 -0.947 1.008
O: -1.636 0.082 -0.531
H: 2.411 1.683 0.621
H: 1.342 1.715 -0.825
H: -2.384 -1.866 -0.878
H: -2.762 -1.139 0.736
H: 3.580 -0.055 -0.243
H: 2.502 -0.470 -1.474
H: -2.889 1.010 0.744
H: -1.712 1.892 0.084
H: -0.305 0.613 1.155
H: -1.059 -1.731 0.174
H: 1.643 -1.259 0.511

Output
Multiplicity: 1
HOMO: -13.71 eV
LUMO: -4.6 eV
Kohn-Sham gap: 9.09 eV
Total charge: +1

=====

--- 2 ---
Entry from the Open Molecules 2025 dataset: a cluster of 2 separate species, C2H11N4O in total (wB97M-V/def2-TZVPD).

Geometry (Å):
C: -0.697 -0.529 -1.668
C: 0.154 0.239 -0.683
N: 1.456 0.190 -0.874
N: -1.508 1.079 0.704
N: -0.204 0.965 0.330
N: 0.734 1.596 1.154
O: 0.572 -1.475 1.268
H: -0.482 -1.614 -1.676
H: -0.430 -0.102 -2.643
H: -1.712 -0.347 -1.561
H: 1.924 -0.027 -1.778
H: 1.983 0.625 -0.107
H: -1.803 2.088 0.742
H: -1.864 0.658 1.575
H: 0.670 2.659 1.277
H: -0.196 -2.017 1.144
H: 1.063 1.161 1.934
H: 1.205 -1.978 1.804

Output
Multiplicity: 1
HOMO: -14.02 eV
LUMO: -2.8 eV
Kohn-Sham gap: 11.21 eV
Total charge: +1

=====

Relative stability in kcal/mol, measured from the most stable structure: 1 67.9; 2 0.0

=====

--- 1 ---
Entry from the Open Molecules 2025 dataset: a structure of composition H3O4PSi (wB97M-V/def2-TZVPD).

Geometry (Å):
O: 0.485 -0.710 1.822
O: 2.299 -1.542 0.233
O: -0.066 -2.573 0.127
O: 0.213 -0.014 -1.024
Si: -0.611 1.243 -0.549
P: 0.841 -1.441 0.565
H: -1.365 0.946 0.965
H: 0.000 2.636 -0.620
H: -1.796 1.456 -1.518

Output
Multiplicity: 1
HOMO: -0.11 eV
LUMO: 6.8 eV
Kohn-Sham gap: 6.95 eV
Total charge: -2

=====

--- 2 ---
Entry from the Open Molecules 2025 dataset: a structure of composition H3O4PSi (wB97M-V/def2-TZVPD).

Geometry (Å):
O: 0.568 3.718 1.976
O: -1.725 2.709 1.757
O: -0.360 3.151 -0.380
O: 0.358 1.141 1.253
Si: -0.451 0.128 0.438
P: -0.380 2.969 1.127
H: 0.464 -1.249 0.117
H: -1.750 -0.079 1.072
H: -0.908 0.703 -0.980

Output
Multiplicity: 1
HOMO: 0.32 eV
LUMO: 6.8 eV
Kohn-Sham gap: 6.46 eV
Total charge: -2

=====

Relative stability in kcal/mol, measured from the most stable structure: 1 1.8; 2 0.0